212
Properties=species:S:1:pos:R:3:lowdin_charge:R:1 method="wB97M-V/def2-TZVPD" homo_lumo_gap_ev=7.36 total_energy_ev=-347653.984
Br 5.22958 -1.36637 -1.51253 0.680
C 4.63708 -2.30152 -3.16442 -0.640
C 3.08490 -2.29038 -3.25097 -0.584
Br 2.62503 -3.72126 -4.62653 0.600
H 4.95391 -3.32385 -2.95814 0.030
H 5.16863 -1.88219 -4.01865 0.061
H 2.70868 -1.34016 -3.62997 0.049
H 2.57597 -2.48544 -2.30701 0.040
O -2.81192 -1.17284 1.29134 -0.295
S -3.56412 -2.10955 2.08706 0.673
O -4.44979 -1.75798 3.19471 -0.295
O -4.42183 -3.07340 1.03785 -0.260
C -5.02988 -2.44247 -0.12062 -0.272
C -6.40980 -1.96504 0.28297 -0.067
C -2.42371 -3.42716 2.71549 -0.070
H -5.16750 -2.93832 -1.08151 0.114
H -4.50102 -1.54802 -0.44981 0.094
H -6.96031 -2.90573 0.27080 0.085
H -6.94769 -1.33462 -0.42509 0.082
H -6.39145 -1.33539 1.17252 0.059
H -2.30559 -4.15000 1.90825 0.064
H -2.91950 -3.72753 3.63857 0.066
H -1.47081 -2.94138 2.92551 0.057
O 5.23406 -0.64968 3.58873 -0.315
S 6.28234 -0.90538 2.54498 0.723
O 7.66909 -0.97598 3.06517 -0.324
O 5.91343 -2.16899 1.52928 -0.328
C 5.62701 -3.34909 2.23991 -0.305
C 5.75759 -4.36918 1.14882 -0.056
C 6.42481 0.49430 1.32835 -0.101
H 4.67554 -3.28363 2.76767 0.095
H 6.37873 -3.46763 3.02027 0.118
H 6.48535 -4.09219 0.38610 0.085
H 4.76831 -4.42329 0.69440 0.080
H 5.97855 -5.31500 1.64350 0.084
H 5.69153 0.33052 0.53868 -0.024
H 7.38679 0.77062 0.89669 0.080
H 5.98662 1.34318 1.85323 0.048
O -4.44883 4.37918 0.72937 -0.324
S -4.29336 3.45805 1.89202 0.726
O -3.78148 4.04218 3.16131 -0.314
O -5.83361 2.92764 2.15548 -0.283
C -6.24598 2.46814 3.39612 -0.280
C -7.31087 1.38005 2.99021 -0.047
C -3.49610 1.85740 1.41697 -0.081
H -6.83665 3.22059 3.91865 0.117
H -5.46124 2.09238 4.05269 0.118
H -8.15289 1.77221 2.41986 0.077
H -7.79353 0.87307 3.82574 0.075
H -6.77408 0.66346 2.36855 0.051
H -3.82062 1.12070 2.15187 0.047
H -2.45071 1.93004 1.71692 0.048
H -3.74750 1.55476 0.40045 0.077
O -3.21426 -8.36602 -3.25925 -0.320
S -2.21829 -9.47984 -3.24922 0.748
O -0.87530 -9.31698 -3.87951 -0.323
O -2.02250 -9.96906 -1.65589 -0.272
C -0.75970 -9.98369 -1.00140 -0.308
C -0.66044 -8.86454 -0.03128 -0.075
C -3.04073 -11.10247 -3.73708 -0.095
H 0.07755 -9.80336 -1.67564 0.109
H -0.51628 -10.90744 -0.47648 0.124
H -1.41914 -9.00512 0.73860 0.082
H -0.92740 -7.96376 -0.58392 0.066
H 0.31058 -8.85698 0.46385 0.093
H -3.38429 -11.14624 -4.77059 0.067
H -3.70991 -11.50175 -2.97492 0.068
H -2.23099 -11.83116 -3.77490 0.058
C 3.01307 5.58721 4.63195 0.016
C 2.00605 5.99352 3.82843 0.026
C 1.66940 7.44673 3.57992 -0.258
O 0.81547 7.84533 2.69852 0.046
C 2.51191 8.38401 4.45381 0.032
C 3.57088 7.97228 5.19527 0.016
C 3.94947 6.53429 5.29195 -0.368
O 5.04197 6.21196 5.75999 0.094
H 3.17328 4.52821 4.77066 0.086
H 1.44467 5.21841 3.32797 0.094
H 2.26196 9.41748 4.64320 0.108
H 4.12638 8.47798 5.97121 0.119
C 0.98550 7.28011 -0.82901 -0.009
C 1.13357 6.21474 -0.02558 0.021
C 0.03817 5.54281 0.67345 -0.429
O 0.16966 4.54192 1.31687 0.095
C -1.28227 6.09396 0.40658 0.034
C -1.40352 7.16955 -0.42339 0.073
C -0.24444 7.95052 -1.04190 -0.369
O -0.29746 8.94753 -1.74602 0.111
H 1.86416 7.78689 -1.19989 0.128
H 2.13601 5.89827 0.22215 0.105
H -2.15805 5.56700 0.75547 0.096
H -2.43145 7.41047 -0.65083 0.086
C -1.01303 3.98214 6.62560 0.046
C -1.34065 3.44070 5.40869 0.044
C -0.37095 2.71301 4.57813 -0.365
O -0.55306 2.32672 3.43220 0.097
C 0.95422 2.57323 5.24337 0.029
C 1.21441 2.99213 6.50666 0.001
C 0.26273 3.72037 7.30565 -0.400
O 0.57593 4.14924 8.41408 0.105
H -1.79842 4.55896 7.09126 0.119
H -2.34699 3.54280 5.03018 0.094
H 1.75533 2.16708 4.64365 0.105
H 2.19394 2.84759 6.93796 0.117
C 1.77291 -4.33103 5.77090 0.016
C 1.28908 -4.00563 6.95971 0.014
C 1.09661 -2.61865 7.40627 -0.381
O 0.42886 -2.35121 8.41177 0.113
C 1.68441 -1.68966 6.48295 0.024
C 2.20032 -2.00750 5.26118 0.041
C 2.22700 -3.36072 4.73766 -0.366
O 2.47944 -3.64754 3.56848 0.085
H 2.03066 -5.34013 5.48509 0.120
H 0.98525 -4.81934 7.60156 0.124
H 1.69817 -0.64587 6.75993 0.111
H 2.67060 -1.25701 4.64313 0.106
C 6.79602 2.19720 5.90917 0.050
C 7.46264 1.40869 6.82336 0.026
C 6.90982 0.26040 7.57194 -0.359
O 7.50321 -0.41368 8.41869 0.098
C 5.45092 0.09848 7.21689 0.061
C 4.80541 0.83569 6.18654 0.005
C 5.40733 1.92783 5.40594 -0.357
O 4.71731 2.57356 4.60008 0.062
H 7.39705 3.02301 5.55816 0.114
H 8.50756 1.65371 6.94379 0.115
H 4.83374 -0.72254 7.55067 0.100
H 3.74717 0.62001 6.18454 0.083
C 3.29460 2.64308 0.22316 0.034
C 3.72652 3.36572 1.27496 0.016
C 4.54276 4.57700 1.25867 -0.356
O 5.05347 5.26671 2.11288 0.137
C 4.78050 4.81494 -0.21300 0.021
C 4.45018 4.10847 -1.24047 -0.016
C 3.60842 2.99043 -1.16101 -0.428
O 3.12688 2.32823 -2.03230 0.133
H 2.94937 1.64879 0.46522 0.103
H 3.51702 2.82806 2.18788 0.105
H 5.32340 5.72698 -0.41261 0.127
H 4.74731 4.27548 -2.26527 0.128
C -4.48459 5.15089 -2.46469 0.057
C -5.21673 4.13250 -3.07588 0.022
C -6.39739 4.30745 -3.94112 -0.372
O -6.99879 3.29418 -4.29112 0.082
C -6.73783 5.75861 -4.02688 0.060
C -6.04220 6.79779 -3.36151 0.034
C -4.79298 6.61181 -2.68457 -0.397
O -4.25479 7.50182 -2.07109 0.122
H -3.63058 4.86478 -1.86868 0.100
H -4.87517 3.13402 -2.84617 0.097
H -7.67558 6.04745 -4.47810 0.105
H -6.45062 7.78531 -3.51771 0.117
C -2.10815 -5.00371 -2.05640 0.040
C -3.02505 -4.92212 -3.10115 0.053
C -2.53465 -5.04240 -4.44966 -0.437
O -3.10699 -4.82208 -5.46938 0.136
C -1.17419 -5.45237 -4.52727 -0.001
C -0.36761 -5.66692 -3.52129 -0.009
C -0.71453 -5.40159 -2.13797 -0.411
O 0.04846 -5.56002 -1.20846 0.099
H -2.55000 -4.94964 -1.07240 0.113
H -4.05393 -4.65600 -2.90884 0.116
H -0.90112 -5.81060 -5.50885 0.135
H 0.62724 -6.06587 -3.65361 0.109
C 0.02812 -2.15805 -0.06791 -0.050
C 0.77958 -1.69981 0.88644 0.046
C 0.99954 -0.20793 1.23400 -0.338
O 1.60235 0.23844 2.22351 0.084
C 0.28940 0.59572 0.28073 0.042
C -0.48274 -0.00638 -0.72532 0.059
C -0.68345 -1.42024 -1.04987 -0.385
O -1.41791 -1.88541 -1.93689 0.101
H 0.00928 -3.23698 -0.11196 0.111
H 1.29205 -2.45220 1.46755 0.108
H 0.36166 1.66092 0.44366 0.114
H -1.01357 0.56155 -1.47504 0.114
C -4.71754 1.15909 -4.95608 0.045
C -3.76857 1.28414 -5.98225 0.044
C -2.76598 0.24190 -6.03600 -0.368
O -2.01169 0.16498 -7.07055 0.055
C -2.77603 -0.73327 -4.96936 0.027
C -3.74620 -0.85163 -4.03940 0.026
C -4.70283 0.20961 -3.84546 -0.426
O -5.41479 0.29248 -2.88703 0.129
H -5.56413 1.79411 -5.17156 0.092
H -3.83373 2.03884 -6.75205 0.121
H -2.17952 -1.62425 -5.09872 0.109
H -3.78230 -1.70204 -3.37464 0.107
C 3.03296 3.03589 -5.31954 0.021
C 2.53910 4.10071 -4.61390 0.025
C 1.20104 4.06012 -3.92190 -0.330
O 0.76555 4.83332 -3.02293 0.070
C 0.44607 2.86818 -4.34741 0.035
C 0.96409 1.85685 -5.11288 0.018
C 2.28398 1.82963 -5.64203 -0.417
O 2.70973 0.89098 -6.29444 0.121
H 4.05918 3.19777 -5.61460 0.119
H 3.33741 4.76189 -4.31066 0.103
H -0.62114 2.74807 -4.23319 0.111
H 0.27857 1.11494 -5.49502 0.112
C -0.31521 -5.19056 -9.62916 0.013
C 0.07171 -4.45434 -8.53191 0.040
C -0.87043 -3.67808 -7.64949 -0.342
O -0.46397 -3.02686 -6.67007 0.055
C -2.29291 -3.90360 -8.08066 0.022
C -2.62056 -4.56681 -9.24224 0.033
C -1.68075 -5.36636 -10.06578 -0.415
O -2.01981 -6.20283 -10.87609 0.115
H 0.49325 -5.74948 -10.07683 0.115
H 1.13435 -4.34930 -8.37016 0.110
H -3.13118 -3.46218 -7.56215 0.102
H -3.66313 -4.68150 -9.49973 0.114